7 unconnected molecules or ions with the total composition C14H21N7 in a non-equilibrium geometry. Source: OMol25; level of theory: ωB97M-V with the def2-TZVPD basis set.

## Properties
- gap between HOMO and LUMO (eV) = 11.92
- SMILES = CC#N.CC#N.CC#N.CC#N.CC#N.CC#N.CC#N
- total charge = 0
- relative energy (zero: lowest compared OMol25 entry of this formula, charge and spin) (kcal/mol) = 40.11
- DFT total energy (eV) = -25285.5370
- LUMO (eV) = 0.36
- largest force on an atom (eV/A) = 5.70

Each line ends with the Mulliken charge.
CARTESIAN COORDINATES (ANGSTROEM)
C  11.4377  10.6279  -14.7178  -0.69
C  10.9657  10.4897  -13.3042  0.24
N  10.6369  10.4177  -12.2291  -0.32
H  10.8355  10.1331  -15.4797  0.28
H  12.3920  10.1043  -14.7751  0.25
H  11.6501  11.6950  -14.7833  0.24
C  9.1765  4.3466  -12.2456  -0.77
C  8.7224  3.2389  -13.1095  0.31
N  8.3961  2.3753  -13.7956  -0.34
H  9.0848  5.3483  -12.6654  0.27
H  10.1054  4.1244  -11.7203  0.27
H  8.5562  4.3419  -11.3494  0.26
C  9.5788  1.2047  -25.6394  -0.73
C  8.7282  1.5423  -24.4778  0.29
N  8.0277  1.7827  -23.5770  -0.35
H  10.1218  0.2615  -25.5797  0.28
H  10.1035  2.1330  -25.8658  0.25
H  8.9661  1.1379  -26.5384  0.26
C  -2.7475  10.6676  -16.2079  -0.68
C  -3.9566  11.4352  -16.3558  0.32
N  -4.9628  12.0742  -16.3377  -0.38
H  -2.0935  11.1589  -15.4873  0.25
H  -2.1881  10.5229  -17.1321  0.26
H  -3.1302  9.7049  -15.8689  0.23
C  9.8296  11.5748  -21.7808  -0.70
C  10.4104  12.9441  -21.9807  0.27
N  10.8155  14.0050  -22.1683  -0.33
H  9.3206  11.3211  -22.7107  0.24
H  9.1271  11.4771  -20.9531  0.27
H  10.6321  10.8587  -21.6044  0.25
C  -1.5886  10.0364  -24.4871  -0.66
C  -1.5292  8.6998  -23.8921  0.28
N  -1.4789  7.6233  -23.4170  -0.37
H  -0.5743  10.1474  -24.8704  0.24
H  -1.7960  10.8559  -23.7990  0.27
H  -2.3938  9.9784  -25.2195  0.24
C  3.4907  6.7944  -18.4761  -0.73
C  4.5475  7.3655  -17.6573  0.29
N  5.3907  7.7636  -16.9953  -0.33
H  3.2043  7.4835  -19.2706  0.26
H  2.6196  6.5086  -17.8864  0.26
H  3.8969  5.9359  -19.0109  0.25

A molecular structure, C8H10CdN2S in a non-equilibrium geometry. Source: OMol25; level of theory: ωB97M-V with the def2-TZVPD basis set.

## Properties
- gap between HOMO and LUMO (eV) = 5.59
- total charge = -2
- DFT total energy (eV) = -26834.7178
- LUMO (eV) = 6.23
- largest force on an atom (eV/A) = 2.64

Each line ends with the Mulliken charge.
CARTESIAN COORDINATES (ANGSTROEM)
C  -0.4640  1.2833  -2.0762  -0.34
C  0.9136  1.3244  -1.8061  -0.23
C  1.1043  1.9915  -0.5373  -1.17
C  -0.2065  2.4324  -0.0930  -0.84
C  -1.1563  1.9700  -1.0523  -0.24
Cd  0.4597  -0.0051  0.6445  0.44
N  -1.1363  -1.4416  0.0960  -0.48
C  -0.3253  -2.5599  -0.3682  -0.22
C  1.0578  -2.0063  -0.4026  -1.03
H  2.0467  2.2917  -0.0996  0.54
H  1.7155  1.0230  -2.4851  0.41
H  -0.4147  2.9599  0.8231  0.43
H  -2.2347  2.0835  -0.9755  0.36
H  -0.9239  0.8444  -2.9629  0.34
H  1.3620  -1.7765  -1.4062  0.29
H  -0.3780  -3.3571  0.3963  0.21
H  -2.1298  -1.6147  0.1712  -0.08
H  1.7280  -2.5180  0.2795  0.32
H  -0.7145  -2.9599  -1.3251  0.21
S  -0.8315  -0.1218  3.0890  -0.43
C  0.0151  0.0121  4.5100  0.17
N  0.5129  0.1448  5.5806  -0.65

Please write out number 2 again, unchanged.
A molecular structure, C8H10CdN2S in a non-equilibrium geometry. Source: OMol25; level of theory: ωB97M-V with the def2-TZVPD basis set.

## Properties
- gap between HOMO and LUMO (eV) = 5.59
- total charge = -2
- DFT total energy (eV) = -26834.7178
- LUMO (eV) = 6.23
- largest force on an atom (eV/A) = 2.64

Each line ends with the Mulliken charge.
CARTESIAN COORDINATES (ANGSTROEM)
C  -0.4640  1.2833  -2.0762  -0.34
C  0.9136  1.3244  -1.8061  -0.23
C  1.1043  1.9915  -0.5373  -1.17
C  -0.2065  2.4324  -0.0930  -0.84
C  -1.1563  1.9700  -1.0523  -0.24
Cd  0.4597  -0.0051  0.6445  0.44
N  -1.1363  -1.4416  0.0960  -0.48
C  -0.3253  -2.5599  -0.3682  -0.22
C  1.0578  -2.0063  -0.4026  -1.03
H  2.0467  2.2917  -0.0996  0.54
H  1.7155  1.0230  -2.4851  0.41
H  -0.4147  2.9599  0.8231  0.43
H  -2.2347  2.0835  -0.9755  0.36
H  -0.9239  0.8444  -2.9629  0.34
H  1.3620  -1.7765  -1.4062  0.29
H  -0.3780  -3.3571  0.3963  0.21
H  -2.1298  -1.6147  0.1712  -0.08
H  1.7280  -2.5180  0.2795  0.32
H  -0.7145  -2.9599  -1.3251  0.21
S  -0.8315  -0.1218  3.0890  -0.43
C  0.0151  0.0121  4.5100  0.17
N  0.5129  0.1448  5.5806  -0.65

Question: total charge of number 2 (C8H10CdN2S)?
Answer: -2

Question: Which of these has the lowest DFT total energy?
Answer: C8H10CdN2S